Entry 1:
{
  "formula": "C3H3N2O",
  "method": "wB97M-V/def2-TZVPD",
  "elements": ["C", "C", "N", "C", "N", "O", "H", "H", "H"],
  "xyz": [[-1.480381, -0.080862, -0.119916], [-0.295232, 0.650717, 0.288072], [0.504506, 1.500715, 0.662727], [1.255458, 0.279518, 0.366531], [2.194086, -0.369391, -0.070665], [3.024235, -1.166641, -0.397069], [-2.330678, 0.631343, -0.566107], [-1.691945, -0.717236, 0.836982], [-1.180048, -0.728165, -1.000559]],
  "atomic_forces_ev_per_a": [[-1.26, -0.09, -0.45], [0.94, -1.11, -0.82], [0.83, 0.60, 0.33], [0.96, -1.35, -1.21], [-0.53, -0.17, 0.29], [-2.01, 2.13, 0.97], [1.71, -1.43, 1.62], [-0.35, 0.97, -1.91], [-0.30, 0.45, 1.19]],
  "e_tot_ha": -300.354787,
  "multiplicity": 1,
  "smiles": "Cc1nc1=[N+]=O",
  "homo_ev": -16.0,
  "charge": 1,
  "relative_energy_kj_mol": 563.4,
  "molar_mass_g_mol": 83.1
}

Entry 2:
{
  "formula": "C3H3N2O2",
  "method": "wB97M-V/def2-TZVPD",
  "elements": ["C", "C", "C", "N", "N", "O", "O", "H", "H", "H"],
  "xyz": [[-0.322457, 0.370892, 0.336723], [0.384760, -0.772608, 0.346227], [-0.393038, -2.228118, -2.233159], [-0.194041, 0.477015, -1.056576], [0.619931, -0.751663, -1.015666], [0.167882, -3.224409, -2.023493], [-1.268455, -1.660877, -2.693240], [-0.753613, 1.009499, 1.207794], [0.706179, -1.689244, 0.904397], [0.030314, 1.398678, -1.366972]],
  "atomic_forces_ev_per_a": [[-1.12, 1.32, 3.75], [0.99, -2.45, 0.03], [1.47, -0.29, 1.90], [-1.58, -0.52, 0.62], [0.30, 0.79, -1.86], [1.90, -2.06, 0.56], [-3.10, 2.66, -1.98], [0.61, -0.82, -2.11], [-0.71, 1.27, -0.02], [1.24, 0.11, -0.89]],
  "e_tot_ha": -376.033147,
  "multiplicity": 1,
  "homo_ev": -2.3,
  "charge": -1,
  "relative_energy_kj_mol": 351.6,
  "molar_mass_g_mol": 99.1
}

Entry 3:
{
  "formula": "C3H3N2OS",
  "method": "wB97M-V/def2-TZVPD",
  "elements": ["C", "C", "C", "N", "N", "O", "S", "H", "H", "H"],
  "xyz": [[-0.576124, 0.871435, 0.453585], [0.236333, 0.934491, -1.717456], [-0.490087, -0.502748, 0.770001], [-0.252520, 1.378990, -0.680077], [0.908210, -0.916710, 0.244380], [1.498647, -1.787127, 0.795550], [0.922274, 0.534587, -3.038780], [-0.487722, 1.692127, 1.160679], [-0.570033, -0.882682, 1.799193], [-1.188978, -1.322362, 0.212925]],
  "atomic_forces_ev_per_a": [[0.76, 2.35, 0.74], [1.43, -1.15, -3.20], [-1.58, -4.81, 0.41], [-0.44, 0.02, 0.11], [2.33, -1.38, -0.58], [-1.92, 1.65, -0.40], [-0.85, 0.55, 1.32], [-1.06, -0.52, 0.94], [-0.12, 0.98, 0.03], [1.46, 2.30, 0.63]],
  "e_tot_ha": -698.610720,
  "multiplicity": 1,
  "homo_ev": [-14.3, -14.3],
  "charge": 1,
  "relative_energy_kj_mol": 462.0,
  "molar_mass_g_mol": 115.1
}

Entry 4:
{
  "formula": "C3H3N2P",
  "method": "wB97M-V/def2-TZVPD",
  "elements": ["C", "C", "C", "N", "N", "P", "H", "H", "H"],
  "xyz": [[1.459277, -0.813027, -0.555023], [0.069643, -0.170708, 2.367149], [-0.752421, 0.658726, -0.933012], [1.879644, -1.853786, -0.804908], [-0.324360, -0.542614, 3.371688], [0.920609, 0.810407, -0.166674], [-1.223939, -0.283629, -0.659899], [-0.659198, 0.705436, -2.020064], [-1.369256, 1.489195, -0.599257]],
  "atomic_forces_ev_per_a": [[0.17, -0.23, 0.06], [1.38, 1.61, -4.00], [0.17, -0.03, 0.41], [0.08, -0.16, -0.15], [-0.60, -0.59, 1.55], [-1.49, -0.74, 2.16], [0.06, 0.04, -0.01], [0.20, 0.02, -0.04], [0.02, 0.07, 0.03]],
  "e_tot_ha": -566.837547,
  "multiplicity": 1,
  "homo_ev": [-10.8, -10.8],
  "charge": 0,
  "relative_energy_kj_mol": 277.8,
  "molar_mass_g_mol": 98.0
}

Entry 5:
{
  "formula": "C3H3N2S",
  "method": "wB97M-V/def2-TZVPD",
  "elements": ["C", "C", "C", "N", "N", "S", "H", "H", "H"],
  "xyz": [[1.008359, 1.563867, -1.061546], [-1.613792, 0.278986, 1.397168], [-0.600133, -0.596432, 1.091962], [0.689126, 0.710027, -0.373302], [0.495172, -0.444276, 0.071147], [-2.765763, 1.291648, 1.547240], [1.214500, 2.559393, -1.327229], [-0.036571, -0.659268, 2.013628], [-1.037422, -1.608319, 1.168884]],
  "atomic_forces_ev_per_a": [[-0.17, 1.65, -0.31], [-3.44, 3.38, -0.56], [2.13, -1.32, 0.13], [-0.56, -1.33, 0.09], [-1.32, -1.10, 0.97], [2.35, -2.02, -0.05], [0.57, 0.56, -0.45], [0.37, 0.18, 1.09], [0.08, 0.00, -0.91]],
  "e_tot_ha": -623.347482,
  "multiplicity": 1,
  "homo_ev": -13.2,
  "charge": 1,
  "relative_energy_kj_mol": 386.3,
  "molar_mass_g_mol": 99.1
}

Entry 6:
{
  "formula": "C3H3N3",
  "method": "wB97M-V/def2-TZVPD",
  "elements": ["C", "C", "N", "N", "C", "N", "H", "H", "H"],
  "xyz": [[-0.803524, -0.470954, 0.480953], [0.419569, -0.128527, 1.296730], [1.473591, 0.292593, 0.493884], [1.221477, 0.519093, -0.875411], [-0.076989, 0.334565, -1.427879], [-1.087541, -0.160798, -0.711422], [-1.706216, -1.077222, 0.947428], [0.582974, 0.197070, 2.331689], [-0.023341, 0.494181, -2.535973]],
  "atomic_forces_ev_per_a": [[-1.26, -1.43, 6.31], [0.39, 1.56, -5.25], [-3.20, 0.30, -1.00], [-2.13, -1.32, 0.68], [4.86, 0.50, 1.54], [0.60, 0.26, -3.22], [2.10, 1.35, -0.21], [-0.52, -1.32, -0.15], [-0.84, 0.12, 1.31]],
  "e_tot_ha": -280.273646,
  "multiplicity": 1,
  "smiles": "c1cnncn1",
  "homo_ev": -9.5,
  "charge": 0,
  "relative_energy_kj_mol": 281.3,
  "molar_mass_g_mol": 81.1
}

Entry 7:
{
  "formula": "C3H3N3",
  "method": "wB97M-V/def2-TZVPD",
  "elements": ["N", "C", "C", "N", "C", "N", "H", "H", "H"],
  "xyz": [[-0.521695, -1.016051, -0.261147], [0.052779, 0.333798, 0.504712], [1.173117, -0.353803, -0.045834], [2.183325, -0.721629, -0.481848], [-0.399920, 1.633402, -0.002431], [-0.870690, 2.611120, -0.404422], [-0.979797, -1.669740, 0.337903], [-0.645944, -1.185775, -1.271986], [0.008826, 0.368675, 1.625049]],
  "atomic_forces_ev_per_a": [[-1.79, 0.86, 1.15], [-1.15, -1.79, -1.26], [3.40, 1.41, 0.09], [0.09, -0.03, 0.07], [-0.65, 0.34, -0.76], [0.67, -1.01, 0.52], [-0.36, -0.13, 0.29], [0.15, 1.16, 0.99], [-0.36, -0.81, -1.10]],
  "e_tot_ha": -280.255436,
  "multiplicity": 1,
  "homo_ev": -9.4,
  "charge": 0,
  "relative_energy_kj_mol": 329.1,
  "molar_mass_g_mol": 81.1
}

Entry 8:
{
  "formula": "C3H3N3O",
  "method": "wB97M-V/def2-TZVPD",
  "elements": ["N", "C", "C", "C", "O", "H", "H", "H", "N", "N"],
  "xyz": [[2.374161, -0.514449, 0.618841], [1.190107, -0.622743, 0.338011], [-0.082642, -0.793867, 0.043993], [-1.200778, -0.304200, 0.906351], [-1.336195, -0.560326, 2.077479], [2.862188, 0.317295, 0.291105], [-0.330152, -1.259182, -0.907124], [-1.911269, 0.359137, 0.379668], [-1.113854, 1.569426, -1.451443], [-0.451565, 1.808905, -2.296883]],
  "atomic_forces_ev_per_a": [[-0.71, -0.16, -0.17], [0.37, 0.05, 0.12], [0.22, -0.13, 0.09], [0.08, -0.05, 0.34], [0.19, 0.19, -0.36], [-0.11, -0.03, 0.06], [0.06, 0.18, 0.07], [-0.11, -0.34, 0.15], [1.03, 0.62, -1.58], [-1.01, -0.34, 1.27]],
  "e_tot_ha": -355.597073,
  "multiplicity": 1,
  "smiles": "N=C=CC=O.N#N",
  "homo_ev": -9.6,
  "charge": 0,
  "relative_energy_kj_mol": 112.4,
  "molar_mass_g_mol": 97.1
}

Entry 9:
{
  "formula": "C3H3N3O",
  "method": "wB97M-V/def2-TZVPD",
  "elements": ["H", "N", "N", "C", "C", "C", "O", "N", "H", "H"],
  "xyz": [[-1.359932, 0.958049, -0.231492], [-0.730154, 1.724015, -0.554286], [0.451533, 1.391343, -0.562275], [0.854699, 0.054026, -0.121202], [-0.144231, -0.949185, 0.273370], [-1.414702, -0.790663, 0.602993], [-2.537354, -0.768292, 0.917428], [2.091844, -0.220768, -0.130043], [2.610766, 0.586936, -0.485818], [0.177534, -1.985462, 0.291325]],
  "atomic_forces_ev_per_a": [[0.03, 0.19, -0.15], [0.44, -0.18, 0.02], [-0.28, 0.18, 0.06], [0.12, -0.15, 0.00], [-0.14, 0.02, -0.01], [-0.68, -0.18, 0.24], [0.97, -0.03, -0.21], [-0.42, 0.11, -0.08], [-0.11, -0.08, 0.08], [0.07, 0.12, 0.06]],
  "e_tot_ha": -355.527535,
  "multiplicity": 1,
  "smiles": "[H]/N=N\\C(C=C=O)=N/[H]",
  "homo_ev": -9.9,
  "charge": 0,
  "relative_energy_kj_mol": 295.0,
  "molar_mass_g_mol": 97.1
}

Entry 10:
{
  "formula": "C3H3N3O",
  "method": "wB97M-V/def2-TZVPD",
  "elements": ["H", "N", "C", "C", "N", "C", "O", "N", "H", "H"],
  "xyz": [[0.180838, -0.736478, 2.377253], [1.036453, -0.602655, 1.646801], [0.399923, -0.371949, 0.515057], [-1.112708, -0.281694, 0.264043], [-1.276423, 0.162042, -0.887760], [-0.098562, 0.645909, -1.363689], [-0.012866, 1.296273, -2.387225], [0.885573, 0.167817, -0.572269], [-1.947351, -0.554646, 1.027381], [1.945123, 0.275382, -0.619593]],
  "atomic_forces_ev_per_a": [[2.76, -0.10, -1.93], [-3.94, -0.02, -0.39], [-1.23, -0.37, 5.82], [0.09, -1.32, 2.47], [-4.02, 0.59, 0.02], [0.99, 0.86, -4.22], [0.43, -0.40, 1.33], [5.60, 0.29, -1.06], [1.60, 0.23, -1.59], [-2.28, 0.25, -0.44]],
  "e_tot_ha": -355.588749,
  "multiplicity": 1,
  "smiles": "[H]/N=C1\\C=NC(=O)N1",
  "homo_ev": -10.3,
  "charge": 0,
  "relative_energy_kj_mol": 134.3,
  "molar_mass_g_mol": 97.1
}